No. 1
A molecular structure, C36H56BrLuN7O6PS2Se2 in a non-equilibrium geometry. Source: OMol25; level of theory: the ωB97M-V functional and the def2-TZVPD basis.

Computed properties:
HOMO level in eV: -12.2
Orbital gap in Eh: 0.306
Lowest unoccupied orbital energy in eV: -3.92
Relative energy (zero: lowest compared OMol25 entry of this formula, charge and spin) in kJ/mol: 154.19

Geometry as ORCA input:
```
! wB97M-V def2-TZVPD RIJCOSX def2/J DEFGRID3
* xyz 2 1
Lu -14.042 -2.911 -20.835
N -11.592 -1.303 -20.086
C -10.519 -1.710 -21.014
C -9.507 -2.571 -20.282
C -8.394 -3.191 -21.097
C -7.449 -2.336 -22.012
N -8.107 -1.634 -23.165
C -7.524 -1.027 -24.137
N -6.208 -0.829 -24.258
N -8.323 -0.369 -25.022
C -11.148 -2.457 -22.218
O -10.539 -2.554 -23.295
O -12.223 -3.074 -21.992
H -11.729 -0.360 -20.309
H -11.285 -1.284 -19.105
H -10.065 -0.827 -21.500
H -10.107 -3.338 -19.750
H -9.111 -1.980 -19.485
H -8.720 -4.054 -21.681
H -7.700 -3.735 -20.415
H -6.602 -2.960 -22.359
H -6.880 -1.660 -21.383
H -9.110 -1.870 -23.317
H -5.635 -1.081 -23.464
H -5.914 0.025 -24.701
H -9.353 -0.515 -24.996
H -8.016 -0.380 -25.950
C -13.815 -0.501 -23.457
O -13.951 -0.538 -22.026
C -14.587 0.506 -21.440
C -14.791 1.715 -21.992
C -15.600 2.677 -21.332
Br -16.056 4.264 -22.247
C -16.071 2.416 -20.074
C -15.746 1.184 -19.408
C -15.052 0.221 -20.111
O -14.807 -1.039 -19.655
C -16.303 0.760 -18.098
N -16.043 -0.434 -17.647
C -16.861 -0.580 -16.527
C -17.064 -1.670 -15.632
C -17.914 -1.406 -14.593
C -18.680 -0.205 -14.417
C -18.492 0.825 -15.266
C -17.550 0.623 -16.279
N -17.177 1.459 -17.365
H -14.808 -0.347 -23.912
H -13.505 -1.513 -23.749
H -13.020 0.231 -23.594
H -14.490 1.835 -23.014
H -16.569 3.167 -19.467
H -15.265 -1.085 -18.716
H -16.471 -2.530 -15.812
H -18.091 -2.168 -13.862
H -19.313 -0.169 -13.583
H -19.050 1.756 -15.281
H -17.444 2.435 -17.567
C -11.701 -7.528 -20.241
Se -10.725 -6.090 -19.547
C -11.213 -6.069 -17.672
C -12.613 -5.535 -17.330
Se -12.597 -3.632 -17.879
C -13.325 -2.950 -16.228
H -11.089 -7.651 -21.178
H -12.652 -7.240 -20.641
H -11.673 -8.372 -19.558
H -10.430 -5.463 -17.207
H -11.154 -7.114 -17.343
H -12.719 -5.561 -16.254
H -13.435 -6.120 -17.778
H -14.272 -3.424 -15.931
H -13.481 -1.849 -16.295
H -12.631 -3.091 -15.454
C -19.460 -5.138 -17.238
C -18.263 -4.538 -17.979
C -18.356 -3.355 -18.671
C -17.181 -2.892 -19.264
N -16.001 -3.470 -19.227
C -15.888 -4.515 -18.377
C -17.021 -5.085 -17.790
H -20.406 -5.043 -17.703
H -19.593 -4.669 -16.267
H -19.278 -6.205 -17.142
H -19.324 -2.772 -18.797
H -17.241 -2.078 -19.922
H -14.979 -5.077 -18.417
H -16.832 -5.994 -17.195
C -18.912 -5.503 -23.213
C -18.232 -6.368 -22.085
C -17.769 -7.705 -22.548
O -17.058 -5.562 -21.522
P -15.772 -5.029 -22.205
S -14.225 -5.417 -21.030
S -15.949 -3.027 -22.544
O -15.622 -5.781 -23.577
C -14.554 -5.372 -24.604
C -14.888 -5.869 -25.967
C -13.144 -5.706 -24.201
H -19.923 -5.914 -23.305
H -18.360 -5.667 -24.132
H -18.974 -4.456 -22.879
H -18.835 -6.417 -21.201
H -17.054 -7.587 -23.391
H -18.714 -8.273 -22.832
H -17.336 -8.215 -21.684
H -14.689 -4.316 -24.622
H -14.521 -6.870 -26.160
H -14.341 -5.277 -26.727
H -15.905 -5.790 -26.260
H -13.066 -6.728 -23.855
H -12.818 -5.093 -23.352
H -12.524 -5.662 -25.059
*
```

=====

No. 2
8 unconnected molecules or ions with the total composition C31H51N3O15 in a non-equilibrium geometry. Source: OMol25; level of theory: the ωB97M-V functional and the def2-TZVPD basis.

Computed properties:
HOMO level in eV: -10.1
Orbital gap in Eh: 0.367
Lowest unoccupied orbital energy in eV: -0.13
Relative energy (zero: lowest compared OMol25 entry of this formula, charge and spin) in kJ/mol: 0.00
SMILES: C[C@H]1COC(=O)O1.C[C@H]1COC(=O)O1.C[C@H]1COC(=O)O1.C[C@H]1COC(=O)O1.COC(=O)OC.CCCC#N.CCCC#N.CCCC#N

Geometry as ORCA input:
```
! wB97M-V def2-TZVPD RIJCOSX def2/J DEFGRID3
* xyz 0 1
C -3.804 -3.390 -1.667
C -3.018 -2.447 -2.582
C -1.931 -3.083 -3.494
O -2.479 -3.152 -4.813
C -3.634 -2.578 -4.815
O -4.341 -2.536 -5.820
O -3.981 -2.182 -3.580
H -4.189 -4.194 -2.189
H -4.609 -2.857 -1.172
H -3.201 -3.838 -0.908
H -2.815 -1.570 -2.078
H -1.516 -3.999 -3.109
H -1.003 -2.515 -3.463
C 2.983 -1.491 -4.167
C 2.726 -0.728 -2.856
C 3.994 -0.272 -2.022
O 4.004 1.094 -2.255
C 2.950 1.471 -3.004
O 2.693 2.605 -3.408
O 2.169 0.454 -3.299
H 2.034 -2.034 -4.413
H 3.785 -2.228 -4.296
H 3.256 -0.824 -5.000
H 2.131 -1.291 -2.153
H 4.934 -0.776 -2.249
H 3.838 -0.471 -1.038
C 2.068 -0.740 3.979
C 1.649 0.605 4.694
C 2.437 1.880 4.413
O 1.448 2.735 3.810
C 0.331 2.203 3.617
O -0.699 2.775 3.305
O 0.417 0.952 4.075
H 1.961 -0.525 2.913
H 1.423 -1.611 4.202
H 3.159 -0.937 4.195
H 1.296 0.471 5.738
H 3.203 1.743 3.607
H 2.978 2.210 5.316
C -0.465 3.713 -4.375
C -1.363 2.553 -3.829
C -2.740 2.454 -4.613
O -2.518 1.315 -5.393
C -1.467 0.678 -5.007
O -1.283 -0.501 -5.242
O -0.658 1.367 -4.216
H -0.955 4.635 -4.583
H 0.106 3.558 -5.345
H 0.410 3.807 -3.768
H -1.535 2.572 -2.782
H -2.919 3.423 -5.178
H -3.628 2.349 -3.807
C 4.044 -2.395 1.344
O 2.825 -2.154 0.573
C 1.769 -2.961 0.913
O 1.713 -3.757 2.021
O 0.838 -2.937 0.020
C -0.404 -3.495 0.369
H 4.336 -3.407 1.572
H 3.924 -1.902 2.323
H 4.815 -1.788 0.855
H -0.923 -3.112 1.238
H -0.238 -4.584 0.439
H -0.994 -3.455 -0.454
C -0.957 -1.300 7.114
C -1.197 -1.691 5.592
C -2.630 -1.574 5.202
C -2.872 -2.230 3.893
N -3.082 -2.708 2.893
H 0.152 -1.372 7.218
H -1.539 -1.970 7.787
H -1.203 -0.318 7.370
H -0.888 -2.702 5.350
H -0.626 -0.952 5.025
H -2.998 -0.575 5.194
H -3.333 -2.018 5.954
C 0.112 -0.136 -0.452
C -0.664 -0.133 0.853
C -2.167 -0.168 0.765
C -2.752 0.702 -0.246
N -3.188 1.360 -1.029
H -0.272 -0.927 -1.050
H 1.173 -0.256 -0.066
H -0.009 0.795 -1.057
H -0.395 0.773 1.465
H -0.377 -0.953 1.484
H -2.730 -0.115 1.724
H -2.558 -1.054 0.305
C 1.124 3.439 -0.698
C 0.058 4.353 -0.075
C 0.651 5.183 1.110
C 1.527 6.207 0.632
N 2.237 7.039 0.277
H 2.087 3.928 -0.963
H 0.745 3.021 -1.663
H 1.459 2.708 -0.014
H -0.667 3.682 0.356
H -0.459 4.852 -0.833
H 1.111 4.580 1.923
H -0.198 5.645 1.563
*
```